# C4H9NS

A single C4H9NS molecule in a non-equilibrium geometry (ωB97M-V/def2-TZVPD, the OMol25 dataset).

2S+1 = 1
HOMO = -8.75 eV
Kohn-Sham gap = 9.7 eV
SMILES string = C[C@]1(CN)CS1
LUMO level = 0.9505 eV
DFT total energy = -610.719330 a.u.

```
15
C4H9NS | the OMol25 dataset | ωB97M-V/def2-TZVPD
C 0.23579 1.60425 -0.13142
C 0.53506 0.07206 -0.15360
C -0.57328 -0.69885 -0.72909
N -1.76158 -0.50537 0.06196
C 1.29322 -0.50381 0.99378
S 2.29666 -0.41526 -0.49200
H 1.03024 2.10684 0.38411
H -0.75162 1.81480 0.33112
H 0.12863 1.91182 -1.20759
H -0.74947 -0.47683 -1.79890
H -0.16911 -1.74459 -0.80115
H -2.63529 -0.81289 -0.39015
H -1.56524 -1.00598 0.89605
H 1.67333 0.17673 1.73916
H 1.01265 -1.52295 1.29772
```

# C4H9NS

A molecular structure, C4H9NS in a non-equilibrium geometry (ωB97M-V/def2-TZVPD, the OMol25 dataset).

2S+1 = 1
HOMO = -8.81 eV
Kohn-Sham gap = 8.2 eV
LUMO level = -0.5909 eV
DFT total energy = -610.568850 a.u.

```
15
C4H9NS | the OMol25 dataset | ωB97M-V/def2-TZVPD
C -1.35392 -1.64935 -0.11704
C 0.20815 0.25305 -0.13522
C 0.57280 1.79692 0.02800
C 1.31115 -0.49143 0.64378
H -1.06590 -1.81600 -1.15560
H -0.50462 -2.01423 0.39941
H -2.31024 -2.10011 0.19641
H -1.76377 0.64019 -0.40591
H 0.52510 0.09145 -1.28254
H 1.78483 1.97285 0.08018
H 0.31651 2.56780 -1.12862
H -0.28173 2.07103 0.92742
H 0.97556 -0.28067 1.75598
N -1.16453 -0.18919 0.28083
S 2.75061 -0.85231 -0.08705
```

# C4H9NS

2 unconnected molecules or ions with the total composition C4H9NS in a non-equilibrium geometry (ωB97M-V/def2-TZVPD, the OMol25 dataset).

2S+1 = 1
HOMO = -7.88 eV
Kohn-Sham gap = 7.7 eV
LUMO level = -0.2061 eV
DFT total energy = -610.631903 a.u.

```
15
C4H9NS | the OMol25 dataset | ωB97M-V/def2-TZVPD
C -0.33466 2.08838 0.03502
C 0.85258 -0.74993 1.31995
C 0.32967 -0.95672 -1.12909
C 0.35469 -0.08677 0.08314
N 0.54564 1.20479 -0.09954
S -2.32981 -0.09501 0.17920
H 0.01990 3.12816 -0.08027
H -1.42325 1.93958 0.27358
H 1.70673 -0.22263 1.69565
H 1.14396 -1.70425 1.03987
H 0.14159 -0.80644 2.30723
H 1.37325 -1.38659 -1.47176
H -0.28300 -1.90461 -0.97440
H -0.03041 -0.28149 -2.01996
H -2.06690 -0.16648 -1.15864
```

# C4H9NS2

A molecular structure, C4H9NS2 in a non-equilibrium geometry (ωB97M-V/def2-TZVPD, the OMol25 dataset).

2S+1 = 1
HOMO = -8.64 eV
Kohn-Sham gap = 9.2 eV
LUMO level = 0.5080 eV
DFT total energy = -1008.702260 a.u.

```
16
C4H9NS2 | the OMol25 dataset | ωB97M-V/def2-TZVPD
C 1.96892 1.99150 -1.24194
C -0.01041 1.30353 0.05623
C -1.31120 0.45595 0.60046
C 0.02639 0.10048 0.99294
H 1.76763 3.19025 -1.91733
H 2.87729 1.07664 -2.10634
H 2.57543 2.14487 -0.12821
H 0.13210 1.17691 -2.02575
H 0.03068 2.34191 0.35982
H -2.09967 0.84512 1.34640
H -1.06044 -1.72032 0.27124
H 0.12540 0.33288 1.99569
H 1.85187 -0.84451 -0.35909
N 0.78361 1.09776 -1.15155
S -2.12794 -0.97554 -0.18192
S 1.14495 -1.48301 0.69306
```

# C4H9O

2 unconnected molecules or ions with the total composition C4H9O in a non-equilibrium geometry (ωB97M-V/def2-TZVPD, the OMol25 dataset).

2S+1 = 2
HOMO (spin up / spin down) = -9.78 / -9.78 eV
Kohn-Sham gap (spin up / spin down) = 10.7 / 8.3 eV
LUMO level (spin up / spin down) = 0.8856 / -1.4679 eV
DFT total energy = -232.911964 a.u.

```
14
C4H9O | the OMol25 dataset | ωB97M-V/def2-TZVPD
C -3.31142 2.41629 1.21101
O -3.48957 2.04039 2.48418
H -4.22697 2.52961 0.62602
H -2.71124 3.32656 1.02230
H -2.66888 1.70988 0.66617
C 2.53575 -1.13025 -1.50844
C 2.04531 -1.44463 -0.13184
C 0.77289 -1.44089 0.21153
H 3.37655 -1.74319 -1.83737
H 1.76151 -1.40670 -2.23063
H 2.75845 -0.08170 -1.69801
H 2.80398 -1.58690 0.63343
H 0.34322 -1.89163 1.10008
H 0.01041 -1.29681 -0.54843
```

# C4H9O2

A gas-phase ion, C4H9O2 (charge -1) in a non-equilibrium geometry (ωB97M-V/def2-TZVPD, the OMol25 dataset).

2S+1 = 1
HOMO = -2.35 eV
Kohn-Sham gap = 6.2 eV
SMILES string = [O-]CCCCO
LUMO level = 3.8611 eV
DFT total energy = -308.253631 a.u.
Net charge = -1

```
15
C4H9O2 | the OMol25 dataset | ωB97M-V/def2-TZVPD
O 2.74036 0.38222 0.46979
C 1.66106 1.15713 0.48289
C 0.47421 0.53309 -0.39506
C -0.04058 -0.77044 0.15186
C -1.48096 -1.14985 -0.17341
O -2.41970 -0.08426 -0.01756
H 1.22644 1.31552 1.50286
H 1.80564 2.13123 -0.04723
H 1.06073 0.43386 -1.29181
H -0.30093 1.30578 -0.57427
H 0.57367 -1.61182 -0.18028
H 0.06815 -0.84915 1.23980
H -1.83837 -1.95385 0.47305
H -1.51688 -1.51668 -1.19686
H -2.01284 0.67721 -0.44377
```

# C4H9O2

A gas-phase ion, C4H9O2 (charge -1) in a non-equilibrium geometry (ωB97M-V/def2-TZVPD, the OMol25 dataset).

2S+1 = 1
HOMO = -2.17 eV
Kohn-Sham gap = 5.7 eV
SMILES string = [O-]CCCCO
LUMO level = 3.5491 eV
DFT total energy = -308.198876 a.u.
Net charge = -1

```
15
C4H9O2 | the OMol25 dataset | ωB97M-V/def2-TZVPD
O -1.99099 -0.57601 -2.54967
C -0.88365 -0.16816 -1.94869
C -0.65447 -0.42612 -0.39081
C 0.34947 0.50993 0.23132
C 0.46602 -0.01077 1.61956
O 1.67618 0.39689 2.47332
H 0.00931 -0.66930 -2.61702
H -0.64763 0.95304 -2.09794
H -0.45265 -1.52458 -0.35985
H -1.75726 -0.51587 0.14166
H 1.48812 0.44839 -0.35033
H 0.14864 1.60831 0.42274
H 0.48815 -1.12433 1.55907
H -0.41832 0.32159 2.11655
H 2.17909 0.77700 1.75009
```

# C4H9O2

2 unconnected molecules or ions with the total composition C4H9O2 in a non-equilibrium geometry (ωB97M-V/def2-TZVPD, the OMol25 dataset).

2S+1 = 1
HOMO = -3.85 eV
Kohn-Sham gap = 7.5 eV
LUMO level = 3.6617 eV
DFT total energy = -308.282278 a.u.
Net charge = -1

```
15
C4H9O2 | the OMol25 dataset | ωB97M-V/def2-TZVPD
C 1.38144 -0.07952 -2.97287
C 2.13077 -0.74524 -1.71106
O 1.60896 -0.49300 -0.57842
O 3.00528 -1.50997 -1.98699
H 1.80132 0.92666 -3.18422
H 0.30922 0.01022 -2.62222
H 1.20551 -0.65734 -3.86580
C -1.94027 0.63239 2.72860
C -0.93184 -0.07996 1.59517
H -1.88822 1.67668 2.59487
H -2.94373 0.49871 2.56626
H -1.48527 0.41999 3.66967
H -0.18133 -0.52989 2.20459
H -1.61303 -0.67388 0.81193
H -0.45879 0.60416 0.75050
```

# C4H9O2

A gas-phase ion, C4H9O2 (charge -1) in a non-equilibrium geometry (ωB97M-V/def2-TZVPD, the OMol25 dataset).

2S+1 = 1
HOMO = -2.35 eV
Kohn-Sham gap = 6.3 eV
SMILES string = [O-]CCCCO
LUMO level = 3.9601 eV
DFT total energy = -308.240715 a.u.
Net charge = -1

```
15
C4H9O2 | the OMol25 dataset | ωB97M-V/def2-TZVPD
O 1.20651 -1.66859 0.60950
C 0.21998 -1.17059 1.35511
C -0.06321 0.41505 1.11437
C 0.23504 0.94147 -0.27757
C -0.53633 0.03526 -1.19323
O -0.38561 0.37590 -2.56065
H -0.73421 -1.57345 1.07399
H 0.30274 -1.01764 2.41964
H 0.61447 0.99612 1.75090
H -1.07595 0.53252 1.41706
H 1.29539 0.82634 -0.54608
H 0.01298 1.99669 -0.47342
H -0.02555 -0.92958 -0.96314
H -1.59848 0.08481 -0.89087
H 0.53223 0.15568 -2.83561
```

# C4H9O2

2 unconnected molecules or ions with the total composition C4H9O2 in a non-equilibrium geometry (ωB97M-V/def2-TZVPD, the OMol25 dataset).

2S+1 = 1
HOMO = -3.87 eV
Kohn-Sham gap = 7.9 eV
LUMO level = 4.0179 eV
DFT total energy = -308.333154 a.u.
Net charge = -1

```
15
C4H9O2 | the OMol25 dataset | ωB97M-V/def2-TZVPD
C -0.25799 1.46732 1.21698
C -1.35765 2.03844 2.12834
H -0.67897 1.10453 0.27518
H 0.47830 2.21910 0.97972
H 0.17882 0.52857 1.55117
H -1.62998 1.35779 2.93768
H -0.96264 2.90586 2.69357
H -2.18957 2.44072 1.55993
C 1.29092 -1.96130 -0.46022
C 0.33793 -0.87886 -1.09409
O 0.95327 0.11000 -1.54916
O -0.88112 -1.13818 -1.07651
H 0.83811 -2.50497 0.36413
H 2.23849 -1.47895 -0.20971
H 1.49524 -2.65679 -1.28021
```